[1]
Entry from the Open Molecules 2025 dataset: a 3-piece molecular cluster, C3H11NO2 overall at a distorted geometry (wB97M-V/def2-TZVPD).

Last column: Löwdin charge in e.
Geometry (Å):
C  2.34298  0.73417  -1.52379  -0.12
C  1.08634  0.35119  -0.79674  -0.20
C  -0.03548  1.07552  -0.74150  -0.25
N  -1.12309  0.80124  0.11827  0.03
H  2.12269  1.19198  -2.48882  0.07
H  2.95910  -0.15350  -1.67220  0.06
H  2.98646  1.41415  -0.96406  0.07
H  1.05776  -0.59871  -0.26159  0.10
H  -0.17954  1.72760  -1.60566  0.11
H  -1.84753  1.48638  -0.05307  0.08
H  -0.77866  0.76205  1.07113  0.08
H  -2.87347  -1.40074  -1.64698  0.02
H  -1.39286  -1.27698  -1.76080  -0.01
O  -2.10569  -1.87077  -1.95968  -0.05
H  0.78619  -0.67851  3.50731  0.02
H  0.70295  -0.51512  4.99250  0.03
O  0.16344  -0.69742  4.22224  -0.05

- Net charge: 0
- 2S+1: 1
- Energy above the lowest of the compared OMol25 structures with the same formula, charge and spin: 22.0 kcal/mol
- HOMO level: -8.38 eV
- SMILES string: C/C=C/N.O.O
- Kohn-Sham gap: 9.0423 eV

[2]
Entry from the Open Molecules 2025 dataset: C24H44O3P2PrS as an isolated structure at a distorted geometry (wB97M-V/def2-TZVPD).

Last column: Löwdin charge in e.
Geometry (Å):
Pr  2.06678  -0.74292  -1.29052  1.09
C  -0.35747  -0.76854  0.65883  -0.22
C  -0.10256  -1.95587  -0.08900  -0.31
C  1.66013  -1.61867  1.37118  -0.29
C  0.72836  -0.56002  1.54705  -0.23
C  1.12670  -2.51470  0.39044  -0.36
C  -1.57775  0.06888  0.57682  -0.01
H  -1.57883  0.68853  -0.33014  0.06
H  -1.64786  0.75852  1.42793  0.09
H  -2.49667  -0.53796  0.55936  0.10
C  0.82872  0.55380  2.51847  -0.03
H  -0.12492  0.69687  3.05112  0.09
H  1.08979  1.50165  2.01952  0.09
H  1.59905  0.35444  3.27291  0.08
C  2.95885  -1.77437  2.07056  -0.02
H  3.19176  -2.83899  2.20183  0.09
H  2.92484  -1.30635  3.06399  0.09
H  3.80943  -1.33306  1.52193  0.08
C  1.84516  -3.68506  -0.17781  -0.03
H  2.36666  -4.22976  0.62210  0.10
H  2.62548  -3.43238  -0.93358  0.07
H  1.13964  -4.37729  -0.65691  0.10
C  -0.88102  -2.44322  -1.25787  -0.02
H  -0.90692  -3.54031  -1.27510  0.09
H  -0.47155  -2.11921  -2.23730  0.07
H  -1.91260  -2.07247  -1.20490  0.09
C  -3.06848  2.98290  -1.73411  -0.11
C  -4.01232  2.03578  -1.85332  -0.12
C  -4.13193  1.05127  -2.97299  -0.18
C  -3.98772  1.65940  -4.40462  -0.22
C  -2.64174  1.59241  -4.97898  -0.24
C  -1.56186  1.04980  -4.22656  -0.44
C  -1.20779  1.69270  -2.85368  -0.23
C  -1.84548  3.07018  -2.59978  -0.18
H  -5.13081  0.59815  -2.90645  0.11
H  -4.36328  2.69639  -4.41601  0.11
H  -3.42137  0.22258  -2.85064  0.10
H  -2.05031  3.57401  -3.56034  0.12
H  -3.17240  3.78150  -0.99221  0.10
H  -4.80486  1.96149  -1.10078  0.10
H  -1.10750  3.70734  -2.08055  0.11
H  -1.49359  0.99015  -2.05883  0.07
H  -1.66145  -0.05485  -4.11324  0.09
H  -0.11627  1.82249  -2.71900  0.07
H  -4.67195  1.09280  -5.06177  0.11
H  -2.54080  1.69217  -6.06109  0.07
P  0.30228  0.95171  -4.98234  0.90
C  0.37882  2.67642  -5.57829  -0.19
C  -0.04515  0.08363  -6.54431  -0.19
P  2.44262  -1.09941  -3.82352  0.73
C  2.01460  0.58777  -4.48595  -0.45
C  1.89750  -2.27356  -5.09163  -0.25
C  4.25593  -1.02003  -4.10314  -0.21
H  0.85031  3.34206  -4.84455  0.06
H  -0.63264  3.04835  -5.78030  0.05
H  0.95709  2.68837  -6.51098  0.05
H  0.52498  0.56684  -7.35009  0.06
H  -1.11516  0.15856  -6.77636  0.06
H  0.22295  -0.97618  -6.50065  0.02
H  4.43356  -0.60021  -5.10135  0.07
H  4.66246  -2.03827  -4.05071  0.07
H  4.75563  -0.39196  -3.35130  0.05
H  2.33806  1.35788  -3.75522  0.07
H  2.63978  0.72809  -5.38562  0.08
H  2.31445  -3.25520  -4.82348  0.06
H  2.25673  -1.98629  -6.08975  0.07
H  0.80351  -2.36742  -5.08765  0.05
C  3.94625  2.12128  0.89782  -0.09
S  3.75382  1.61407  -0.80977  0.54
O  4.41343  2.46113  -1.76183  -0.25
O  4.18495  0.14168  -0.83058  -0.45
O  2.23409  1.55212  -1.00405  -0.46
H  5.00588  2.36013  1.04602  0.09
H  3.64553  1.30399  1.56951  0.07
H  3.32458  3.01063  1.06422  0.09

- Net charge: +1
- 2S+1: 3
- HOMO level (spin up / spin down): -7.25 / -7.25 eV
- Expectation value of S²: 2.006
- Kohn-Sham gap (spin up / spin down): 3.7330 / 3.8360 eV

[3]
Entry from the Open Molecules 2025 dataset: C39H54F7ILuN3P3S as an isolated structure at a distorted geometry (wB97M-V/def2-TZVPD).

Last column: Löwdin charge in e.
Geometry (Å):
Lu  0.50600  -0.59440  -1.03250  1.34
C  3.26550  3.27950  4.39300  -0.12
C  1.97560  2.51510  4.10560  -0.53
C  1.45710  1.93750  5.41930  -0.14
P  1.99980  1.11310  2.79810  1.15
C  3.83920  0.67130  2.70450  -0.54
C  3.93760  -0.65020  3.47180  -0.14
C  4.33960  0.51280  1.27800  -0.12
C  1.67840  2.22050  1.36390  -0.30
C  2.52920  3.26950  1.04470  -0.10
C  2.16330  4.26390  0.15760  -0.06
C  0.91330  4.22240  -0.43870  -0.06
C  0.08370  3.14420  -0.20630  -0.05
C  0.45590  2.10290  0.65750  -0.34
N  -0.33510  0.96160  0.72520  0.02
C  -0.87220  0.58390  1.89600  -0.33
C  -1.08700  1.53510  2.92720  -0.03
C  -1.76310  1.21710  4.07850  -0.08
C  -2.23530  -0.07420  4.27810  -0.04
C  -2.04560  -1.02320  3.28620  -0.09
C  -1.39220  -0.73200  2.09940  -0.27
P  -1.25650  -1.95340  0.73870  1.06
C  -3.01720  -2.62480  0.55910  -0.55
C  -3.63550  -3.58470  1.57340  -0.10
C  -3.92570  -1.41480  0.35070  -0.14
C  -0.20830  -3.34540  1.47270  -0.52
C  -0.33500  -4.61840  0.62890  -0.11
C  -0.36420  -3.67980  2.95500  -0.11
H  3.02780  4.13440  5.02620  0.08
H  3.74820  3.66040  3.49710  0.05
H  3.97010  2.65190  4.93700  0.07
H  1.23260  3.22160  3.71370  0.09
H  2.19160  1.26140  5.85270  0.07
H  0.53380  1.38440  5.26350  0.04
H  1.26680  2.73670  6.13580  0.08
H  4.44450  1.42010  3.22130  0.08
H  3.33560  -1.40340  2.96920  0.06
H  3.55870  -0.53220  4.48650  0.06
H  4.96420  -1.00670  3.53910  0.07
H  3.67330  -0.14570  0.73190  0.04
H  5.33250  0.06910  1.28230  0.08
H  4.39370  1.47050  0.76610  0.05
H  3.49520  3.32830  1.52530  0.09
H  2.84870  5.07460  -0.04080  0.11
H  0.59090  5.02230  -1.09090  0.12
H  -0.89050  3.10240  -0.67170  0.09
H  -0.79060  2.55610  2.73620  0.12
H  -1.94250  1.98230  4.81850  0.11
H  -2.76510  -0.33110  5.18340  0.11
H  -2.43410  -2.01490  3.44500  0.08
H  -2.96080  -3.16930  -0.39270  0.03
H  -3.88850  -3.08190  2.50240  0.06
H  -2.98740  -4.42950  1.78480  0.05
H  -4.56050  -3.98430  1.15390  0.08
H  -3.97600  -0.81070  1.25360  0.07
H  -4.93470  -1.73310  0.09410  0.07
H  -3.55340  -0.78640  -0.45830  0.01
H  0.80630  -2.95110  1.34110  0.08
H  -1.22810  -5.17890  0.89660  0.06
H  0.52880  -5.25840  0.80690  0.09
H  -0.38420  -4.40020  -0.43450  0.05
H  -1.35180  -4.07590  3.17910  0.06
H  -0.17210  -2.81370  3.58490  0.07
H  0.36880  -4.44720  3.20710  0.08
I  -1.80990  0.84240  -2.50880  1.03
C  -0.50250  2.35180  -3.35190  -0.53
C  -1.05990  3.27330  -4.19110  -0.16
C  -0.24100  4.26380  -4.74980  -0.09
C  1.08540  4.31480  -4.43210  -0.04
C  1.66240  3.37100  -3.55950  -0.18
C  3.02510  3.43900  -3.21240  -0.05
C  3.57980  2.51340  -2.37960  -0.08
C  2.79110  1.47400  -1.85530  -0.14
C  1.44470  1.36720  -2.12820  -0.22
C  0.86140  2.32700  -3.00100  -0.28
H  -2.11400  3.24610  -4.41810  0.09
H  -0.67850  4.98850  -5.41760  0.10
H  1.71960  5.09210  -4.83540  0.11
H  3.61710  4.24280  -3.62360  0.11
H  4.62990  2.55890  -2.12670  0.10
H  3.27940  0.75710  -1.20390  0.06
F  0.57520  -2.70140  -1.75860  -0.31
P  1.75550  -2.49490  -2.95770  0.22
F  0.87320  -3.36510  -3.95310  -0.11
F  2.82670  -2.13970  -4.06210  -0.09
F  0.84920  -1.13290  -3.36450  -0.26
F  2.53300  -1.51280  -1.87270  -0.21
F  2.53790  -3.75340  -2.40410  -0.09
F  1.59750  -1.00300  0.49020  -0.49
C  -5.32710  -1.51500  -3.32980  -0.10
N  -4.94030  -2.79470  -3.87600  -0.23
C  -5.99370  -3.78730  -3.80480  -0.06
C  -3.63040  -3.18060  -3.80410  -0.73
S  -2.54700  -2.44010  -2.77830  0.67
N  -3.23310  -4.18640  -4.61220  -0.21
C  -1.89490  -4.71600  -4.49070  -0.10
C  -3.89700  -4.49240  -5.85920  -0.05
H  -6.24820  -1.19520  -3.81880  0.09
H  -4.54800  -0.78310  -3.52750  0.04
H  -5.49100  -1.55950  -2.25000  0.07
H  -6.50280  -3.70810  -2.83700  0.09
H  -5.58170  -4.78950  -3.88760  0.09
H  -6.73180  -3.62760  -4.59570  0.09
H  -1.58660  -4.71120  -3.44780  0.05
H  -1.17150  -4.11770  -5.04810  0.09
H  -1.88060  -5.73840  -4.86250  0.09
H  -4.67350  -3.76080  -6.06600  0.09
H  -4.34080  -5.49130  -5.83860  0.09
H  -3.16450  -4.46260  -6.66790  0.10

- Net charge: 0
- 2S+1: 2
- Energy above the lowest of the compared OMol25 structures with the same formula, charge and spin: 0.0 kcal/mol
- HOMO level (spin up / spin down): -7.38 / -7.40 eV
- Expectation value of S²: 0.794
- Kohn-Sham gap (spin up / spin down): 7.7493 / 5.2902 eV

Energy per entry: -326.0964; -2764.1380; -5337.6306 hartree